{"formula": "C4H26O11S2", "method": "the ωB97M-V functional and the def2-TZVPD basis", "gap_ev": 8.847, "total_charge": 0, "total_energy_ev": -48763.609, "smiles": "CSSCCC(=O)O.O.O.O.O.O.O.O.O.O", "e_homo_ev": -8.87, "symbols": ["C", "C", "O", "O", "C", "S", "S", "C", "H", "H", "H", "H", "H", "H", "H", "H", "H", "H", "O", "H", "H", "O", "H", "H", "O", "H", "H", "O", "H", "H", "O", "H", "H", "O", "H", "H", "O", "H", "H", "O", "H", "H", "O"], "positions_angstrom": [[-2.5364, 1.2020, 0.9096], [-2.5122, -0.1945, 0.3670], [-3.2300, -0.3946, -0.7392], [-1.9523, -1.0742, 1.0039], [-3.2389, 2.2843, 0.0906], [-2.4659, 2.7024, -1.5086], [-0.4796, 2.5628, -1.4489], [0.3693, 3.9746, -0.7315], [-2.9733, 1.1141, 1.9068], [-1.5092, 1.5275, 1.1031], [-2.9193, -1.1573, -1.2478], [-4.2377, 1.9626, -0.1957], [-3.2039, 3.1765, 0.7110], [1.2353, 4.0548, -1.3566], [-0.1456, 4.9269, -0.8435], [0.6803, 3.7664, 0.2841], [3.8419, -0.4305, 1.8172], [2.6822, -1.2827, 1.7294], [3.4637, -1.2012, 2.2846], [0.2619, -0.4949, 2.2957], [1.4214, -0.9827, 3.1358], [1.0172, -0.1747, 2.8054], [1.0286, -2.9572, 1.4057], [-0.3114, -2.2400, 0.8668], [0.6498, -2.2495, 0.8825], [-1.2362, -2.0637, -3.1351], [-0.9827, -2.9205, -1.7765], [-0.7482, -2.7631, -2.6969], [-2.7873, -2.5598, 0.0193], [-4.0033, -3.4637, -0.1376], [-3.0930, -3.3608, -0.4335], [4.3528, -1.1604, -2.0365], [3.4206, -1.3512, -3.1891], [4.3237, -1.0509, -2.9925], [0.8849, -2.2860, -2.3069], [2.1327, -3.0995, -2.1069], [1.8650, -2.1927, -2.2925], [0.9383, 1.8145, 2.3803], [0.1112, 3.0108, 2.8485], [0.2197, 2.4062, 2.1080], [2.6291, 0.3728, 0.0812], [3.7187, 1.3128, -0.3270], [3.3180, 0.9344, 0.4662]], "forces_ev_per_a": [[-0.1, 0.3, -0.4], [0.1, 0.4, 1.0], [0.4, 0.4, -0.3], [-0.1, -0.3, -1.1], [0.9, -0.5, 0.4], [-0.8, 0.5, -0.3], [0.6, -0.9, 0.0], [-0.3, 0.4, 0.0], [-0.1, 0.1, 0.0], [0.1, -0.3, -0.1], [-0.3, -0.3, 0.2], [-0.2, 0.3, 0.1], [-0.5, 0.1, -0.1], [0.7, 0.0, -0.3], [-0.3, -0.1, 0.1], [-0.2, 0.0, 0.2], [0.2, -0.2, 0.6], [-0.3, -0.3, 0.1], [0.4, 0.2, -0.6], [0.0, 0.1, 0.0], [0.3, 0.3, 0.1], [-0.6, 0.1, 0.1], [-0.6, -0.3, 0.1], [-0.1, -0.4, 0.5], [0.6, 0.5, -0.6], [-0.3, 0.1, 0.5], [-0.7, 0.3, -0.2], [0.6, -0.5, -0.2], [0.1, -0.4, 0.5], [0.0, -0.1, -0.1], [0.1, 0.3, -0.2], [0.1, 0.0, 0.0], [0.2, 0.1, 0.0], [-0.2, 0.0, 0.0], [0.6, 0.3, -0.3], [0.3, 0.1, 0.0], [-0.5, -0.3, 0.2], [-0.1, -0.2, 0.0], [0.0, 0.0, 0.0], [0.1, 0.2, 0.1], [-0.1, 0.1, 0.2], [0.2, 0.1, 0.2], [-0.2, 0.0, -0.6]]}

{"formula": "C42H108N4O18S6", "method": "the ωB97M-V functional and the def2-TZVPD basis", "gap_ev": 8.324, "total_charge": 0, "total_energy_ev": -153124.063, "smiles": "CCOS(C)(=O)=O.CCOS(C)(=O)=O.CCOS(C)(=O)=O.CCOS(C)(=O)=O.CCOS(C)(=O)=O.CCOS(C)(=O)=O.CCN(CC)CC.CCN(CC)CC.CCN(CC)CC.CCN(CC)CC", "e_homo_ev": -8.35, "symbols": ["C", "C", "N", "C", "C", "C", "C", "H", "H", "H", "H", "H", "H", "H", "H", "H", "H", "H", "H", "H", "H", "H", "C", "C", "N", "C", "C", "C", "C", "H", "H", "H", "H", "H", "H", "H", "H", "H", "H", "H", "H", "H", "H", "H", "C", "C", "N", "C", "C", "C", "C", "H", "H", "H", "H", "H", "H", "H", "H", "H", "H", "H", "H", "H", "H", "H", "C", "C", "N", "C", "C", "C", "C", "H", "H", "H", "H", "H", "H", "H", "H", "H", "H", "H", "H", "H", "H", "H", "O", "S", "O", "O", "C", "C", "C", "H", "H", "H", "H", "H", "H", "H", "H", "O", "S", "O", "O", "C", "C", "C", "H", "H", "H", "H", "H", "H", "H", "H", "O", "S", "O", "O", "C", "C", "C", "H", "H", "H", "H", "H", "H", "H", "H", "O", "S", "O", "O", "C", "C", "C", "H", "H", "H", "H", "H", "H", "H", "H", "O", "S", "O", "O", "C", "C", "C", "H", "H", "H", "H", "H", "H", "H", "H", "O", "S", "O", "O", "C", "C", "C", "H", "H", "H", "H", "H", "H", "H", "H"], "positions_angstrom": [[14.4564, 14.1780, -6.9017], [13.4881, 15.2101, -6.2637], [12.0633, 14.8618, -6.2718], [11.8189, 13.8128, -5.2681], [10.2612, 13.5818, -5.1230], [11.5444, 14.6429, -7.6502], [11.7705, 15.8200, -8.6029], [14.5207, 13.2658, -6.3085], [15.4328, 14.6624, -6.8934], [14.1476, 13.9584, -7.9238], [13.8864, 15.3542, -5.2594], [13.6068, 16.1736, -6.7594], [12.1671, 12.8581, -5.6625], [12.3066, 13.9880, -4.3092], [9.7638, 14.5109, -4.8445], [9.8343, 13.2333, -6.0635], [9.9657, 12.8870, -4.3369], [10.4603, 14.5669, -7.5673], [11.7825, 13.6617, -8.0608], [11.6224, 16.7918, -8.1320], [11.0342, 15.6727, -9.3930], [12.7708, 16.0389, -8.9765], [6.6735, 14.3805, -6.7060], [6.2374, 12.9524, -6.9175], [5.2300, 12.7155, -7.9605], [5.8452, 12.9755, -9.2602], [4.7687, 13.3011, -10.2994], [4.7451, 11.3342, -7.8934], [4.0348, 10.9652, -6.5884], [5.8107, 15.0223, -6.5277], [7.1755, 14.7874, -7.5838], [7.3114, 14.4522, -5.8252], [7.1016, 12.3288, -7.1465], [5.8326, 12.6547, -5.9502], [6.3858, 13.9206, -9.2088], [6.6142, 12.2208, -9.4250], [4.1970, 12.4384, -10.6414], [3.9450, 13.8039, -9.7926], [5.1946, 13.8904, -11.1114], [5.5110, 10.5594, -7.9264], [4.0506, 11.1514, -8.7134], [3.2464, 11.6924, -6.3945], [4.6145, 10.9037, -5.6674], [3.5371, 10.0177, -6.7947], [-1.2650, 4.3057, -4.9934], [-0.3558, 5.0384, -3.9913], [0.1590, 6.3059, -4.4936], [1.0771, 6.0814, -5.5841], [1.5502, 7.2671, -6.4484], [0.9748, 6.8584, -3.3813], [0.0543, 7.5895, -2.3908], [-2.0655, 4.9792, -5.2996], [-1.7061, 3.4976, -4.4099], [-0.7316, 3.8942, -5.8503], [-0.8658, 5.0507, -3.0280], [0.4462, 4.3337, -3.7715], [1.9936, 5.5136, -5.4239], [0.6127, 5.4300, -6.3245], [2.3539, 6.9690, -7.1216], [0.6942, 7.7014, -6.9648], [1.8574, 8.0566, -5.7625], [1.8232, 7.4952, -3.6319], [1.4817, 6.0503, -2.8540], [-0.5811, 8.4075, -2.7302], [0.7188, 7.9554, -1.6080], [-0.6732, 6.8655, -2.0238], [-3.3500, 12.8338, -6.8968], [-2.2173, 13.3920, -6.0719], [-1.1211, 13.9313, -6.8642], [-1.3534, 15.1344, -7.6102], [-1.5217, 16.3403, -6.6636], [-0.4926, 12.8734, -7.7048], [0.0237, 11.6242, -6.9256], [-4.2338, 12.8366, -6.2588], [-3.2500, 11.8044, -7.2408], [-3.5911, 13.3694, -7.8150], [-2.5221, 14.2639, -5.4931], [-1.9042, 12.7472, -5.2507], [-2.1962, 15.0398, -8.2950], [-0.5231, 15.3471, -8.2836], [-2.3406, 16.3031, -5.9453], [-1.6642, 17.2523, -7.2433], [-0.6549, 16.4663, -6.0149], [-1.1638, 12.6315, -8.5288], [0.3428, 13.3884, -8.1792], [-0.7709, 11.1698, -6.3338], [0.5087, 10.8909, -7.5699], [0.6578, 11.8413, -6.0661], [9.3573, 19.6973, -6.4750], [8.4602, 18.9138, -5.6231], [7.8998, 19.5857, -4.4364], [7.1626, 18.4545, -6.6116], [7.4367, 17.7778, -7.8394], [6.1903, 17.3021, -8.4794], [9.2357, 17.3237, -5.1964], [8.0033, 16.8925, -7.5509], [8.1267, 18.2790, -8.5183], [6.4512, 16.6299, -9.2968], [5.5807, 18.1122, -8.8798], [5.5487, 16.6735, -7.8620], [10.0425, 17.6134, -4.5233], [9.7374, 16.8185, -6.0218], [8.5469, 16.7268, -4.5986], [7.7506, 9.4328, -9.5078], [8.5612, 9.5412, -8.2924], [9.1730, 10.8258, -7.9069], [7.6937, 8.8402, -7.0597], [6.7130, 7.7832, -7.3579], [7.2018, 6.5146, -6.7338], [9.9706, 8.3764, -8.4294], [6.5660, 7.5187, -8.4051], [5.6804, 7.8686, -7.0194], [6.4247, 5.7541, -6.8106], [7.4806, 6.4654, -5.6812], [7.9533, 6.0560, -7.3764], [9.6390, 7.3665, -8.6709], [10.4035, 8.4246, -7.4302], [10.6992, 8.8030, -9.1188], [7.8594, 12.0383, -15.5169], [7.5155, 13.0318, -14.4754], [6.1653, 13.2556, -14.0510], [8.5136, 12.6356, -13.1404], [8.0726, 13.2098, -11.9040], [9.1578, 13.0479, -10.8513], [8.3724, 14.6365, -14.9417], [7.1235, 12.7291, -11.6671], [7.8676, 14.2794, -11.9495], [8.7866, 13.2119, -9.8396], [10.0077, 13.7090, -11.0209], [9.6183, 12.0618, -10.9113], [9.2694, 14.2625, -15.4353], [8.4342, 15.1782, -13.9979], [7.7329, 15.1734, -15.6423], [3.5967, 18.5518, -12.3592], [3.5449, 17.1116, -12.0662], [4.1665, 16.4896, -10.8722], [1.9493, 16.6578, -12.1870], [1.6974, 15.3484, -11.8107], [0.1606, 15.2937, -11.7252], [4.2101, 16.2064, -13.5564], [2.0468, 15.0892, -10.8112], [2.0743, 14.6525, -12.5602], [-0.3244, 15.6746, -12.6240], [-0.1849, 15.8676, -10.8654], [-0.1443, 14.2545, -11.6020], [5.1164, 16.7202, -13.8768], [3.5230, 16.2747, -14.3998], [4.4390, 15.1907, -13.2340], [3.3832, 9.9832, -11.7033], [4.3015, 8.9091, -11.3041], [4.5347, 8.5235, -9.8784], [3.8198, 7.5307, -12.1985], [4.2468, 6.2781, -11.6843], [3.0533, 5.3028, -11.7148], [6.0164, 9.1998, -12.1945], [4.6844, 6.2996, -10.6862], [4.9771, 5.8146, -12.3475], [2.3705, 5.5166, -10.8925], [3.3513, 4.2611, -11.5962], [2.4652, 5.4521, -12.6203], [6.6469, 8.3178, -12.0824], [6.5287, 10.0129, -11.6802], [5.8490, 9.5187, -13.2233], [4.0157, 16.8838, -5.6295], [3.3855, 15.8840, -4.7843], [4.2082, 15.2452, -3.7393], [2.0480, 16.5124, -4.0450], [1.4019, 15.7013, -3.0307], [1.5667, 16.3122, -1.6887], [2.6066, 14.5211, -5.8083], [1.7913, 14.6839, -3.0668], [0.3235, 15.7589, -3.1786], [1.3427, 17.3786, -1.7164], [2.6073, 16.3183, -1.3642], [0.9256, 15.8091, -0.9649], [1.8564, 14.9728, -6.4573], [2.2320, 13.7712, -5.1116], [3.4485, 14.1324, -6.3812]], "forces_ev_per_a": [[-0.5, 0.8, 0.2], [0.4, -0.4, -0.5], [0.9, 0.4, 0.5], [-2.4, -0.9, -1.4], [0.8, 0.6, 0.3], [-0.5, 0.4, 1.3], [0.2, 0.2, 0.3], [-0.1, -0.1, -0.1], [0.2, -0.2, -0.2], [0.2, -0.2, 0.0], [-0.6, 0.1, 0.3], [0.0, 0.0, -0.2], [0.5, -0.4, 0.1], [0.0, 0.4, -0.2], [0.1, 0.2, -0.2], [0.0, -0.1, 0.1], [0.4, -0.3, -0.1], [-0.2, 0.1, 0.2], [0.7, -0.1, -0.3], [-0.9, -0.1, 0.4], [0.3, 0.4, -0.3], [0.2, -1.0, -0.4], [-0.3, 0.4, -0.4], [-0.3, -0.3, 0.4], [0.3, 0.0, 0.6], [-0.8, 1.1, 0.3], [-0.4, -1.1, 0.2], [-0.1, -0.1, 1.0], [-1.0, 0.6, -0.4], [0.0, 0.0, 0.1], [0.3, 0.0, 0.2], [0.1, 0.0, -0.1], [0.4, -0.3, 0.2], [-0.1, -0.4, -0.1], [0.2, 0.0, 0.4], [-0.1, -0.5, -0.8], [0.6, -0.4, -0.6], [0.5, 0.8, 0.1], [-0.4, -0.1, -0.1], [0.8, 0.1, -0.7], [0.1, 0.1, -0.1], [-0.2, 0.0, 0.1], [0.4, -0.1, -0.3], [0.0, -0.2, 0.3], [-0.1, 0.4, 0.9], [-0.3, -1.4, -1.1], [1.9, 0.5, 1.0], [0.1, -0.8, -2.9], [-1.1, 0.6, 1.5], [-1.2, 0.9, 0.5], [0.4, -0.5, 0.2], [0.0, -0.1, -0.3], [-0.1, -0.2, -0.3], [-0.1, 0.1, 0.1], [-0.2, 1.0, -0.2], [0.7, -0.1, -0.1], [0.3, -0.3, 1.3], [-0.5, -0.1, 0.1], [-0.1, 0.1, 0.0], [0.1, -0.1, -0.4], [0.6, 0.2, -0.2], [-0.4, 0.3, -0.9], [-0.1, -0.4, 0.2], [0.5, 0.1, -0.7], [-0.4, 0.0, 0.4], [0.2, 0.0, 0.5], [-1.0, -0.6, 0.2], [0.1, 1.8, -0.2], [1.9, -2.3, 0.2], [-0.6, 0.7, 0.8], [0.0, 0.2, -0.1], [0.6, 0.7, 0.8], [-0.9, 0.7, 0.4], [-0.3, 0.0, -0.2], [0.5, -0.2, 0.3], [0.1, 0.5, 0.2], [-0.7, 0.0, -0.1], [0.4, -0.5, -0.5], [-0.6, 0.1, -0.1], [0.4, -0.2, 0.2], [-0.4, -0.4, -0.3], [0.1, 0.1, 0.0], [0.3, 0.0, -0.3], [-0.2, -0.6, -0.1], [0.3, -0.2, -0.1], [-0.5, -0.5, -0.7], [-0.1, 0.1, 0.0], [0.7, 0.7, -0.5], [-0.8, -1.4, 1.2], [-1.2, 1.6, -1.0], [0.9, -2.0, -2.4], [1.1, 1.2, 1.8], [1.4, -1.3, 0.8], [-1.1, -0.1, -0.7], [0.2, 0.9, 0.7], [0.2, -0.4, 0.0], [-0.4, 0.8, 0.1], [0.2, 0.2, -0.3], [0.0, 0.0, 0.0], [0.2, 0.4, 0.4], [0.0, 0.2, 0.1], [-0.5, 0.1, -0.2], [-0.2, 0.0, -0.4], [1.0, 0.5, 1.6], [0.3, -0.3, -1.0], [-1.8, -2.5, -0.1], [0.0, 1.1, -1.2], [0.1, -1.3, 0.0], [0.2, -1.7, -0.2], [-0.6, 0.9, 0.8], [0.5, 0.9, -0.3], [0.2, 1.7, 0.5], [-0.5, 0.1, 0.0], [0.2, 0.7, -0.1], [0.6, 0.2, 0.4], [0.0, 0.3, -0.1], [0.1, -0.3, 0.0], [-0.3, -0.1, -0.2], [-0.9, 2.0, 2.4], [3.1, -1.0, -1.2], [0.3, -0.1, 0.1], [-1.4, 0.7, -2.1], [-0.2, 0.1, 0.8], [0.5, -0.6, -0.3], [-1.4, -1.6, 0.3], [0.2, -0.1, 0.4], [-0.1, 0.2, -0.6], [-0.1, 0.0, -0.1], [-0.2, 0.4, -0.1], [-0.3, -0.3, 0.2], [0.2, 0.5, 0.4], [0.5, 0.0, -0.3], [0.0, -0.2, 0.0], [-0.3, -2.8, 1.0], [0.7, 0.0, -0.8], [-1.5, 1.6, -2.3], [2.7, 2.3, 0.3], [-2.2, -1.3, 0.5], [0.3, -0.6, -0.1], [-0.1, 0.7, 0.9], [0.6, 0.2, -0.2], [0.1, -0.1, 0.0], [0.2, 0.1, 0.0], [0.0, 0.0, -0.1], [-0.1, 0.0, 0.1], [0.1, 0.0, 0.4], [-0.3, -0.1, 0.4], [-0.1, 0.0, -0.2], [1.6, -2.2, 1.0], [1.2, -0.4, -0.5], [-0.8, 0.9, -3.4], [0.5, 2.2, 1.7], [-0.5, -2.0, -0.3], [-0.3, 0.7, 0.6], [-1.2, 0.3, 1.2], [-0.1, 0.5, 0.0], [0.4, 0.5, -0.2], [0.0, 0.1, 0.1], [0.2, 0.1, -0.2], [0.2, -0.2, -0.2], [-0.4, -0.1, -0.1], [-0.3, 0.0, 0.3], [-0.4, -0.4, 0.1], [-1.5, -1.1, 1.1], [0.4, -1.1, 1.0], [-1.4, 0.9, -1.6], [1.2, -0.2, -1.0], [-0.2, 0.2, -0.1], [1.1, 0.8, 0.8], [1.1, 1.4, 0.7], [-0.2, 0.0, 0.0], [0.1, -0.4, -0.9], [-0.5, 0.0, -0.1], [0.1, -0.5, 0.2], [0.1, 0.0, 0.1], [0.0, -0.1, 0.2], [-0.1, 0.2, -0.2], [-0.1, -0.1, -0.1]]}